# 1
2 unconnected molecules or ions with the total composition C7H10N3S in a non-equilibrium geometry, computed with ωB97M-V/def2-TZVPD.

XYZ file:
```
21
Properties=species:S:1:pos:R:3:forces:R:3
C 0.197577 0.306026 -1.602066 -0.5 1.1 -1.0
C -0.349683 -0.282656 -0.414381 2.2 -0.8 1.7
C 1.417071 0.821031 -1.706641 0.9 0.4 2.7
C -3.376572 0.875870 0.833718 4.9 4.8 -1.7
C 0.529443 -0.385244 0.671297 -3.4 -0.6 0.4
C 2.321754 0.740363 -0.381427 2.9 1.7 -3.7
C -4.949257 -0.922880 0.528931 -0.7 -0.2 2.6
N -4.217931 0.102232 0.467403 -2.1 -2.3 -0.8
N -2.475415 1.700199 0.531968 -1.8 -1.8 1.7
N 1.675839 0.267160 0.747676 0.0 -0.2 1.6
S -1.225781 2.363854 1.407501 -0.2 -0.2 0.7
H -0.489919 0.420533 -2.426505 0.0 -0.3 -0.4
H -1.274133 -0.812706 -0.510816 -0.2 -0.4 0.4
H 1.889672 1.214157 -2.604274 -0.3 0.0 0.3
H 0.252250 -0.846322 1.641333 -0.1 0.1 -0.9
H 3.121620 0.035845 -0.763992 -0.2 0.6 0.9
H 2.872572 1.714592 -0.025161 -1.0 -1.4 -1.4
H -5.699956 -1.158488 -0.209737 0.3 0.0 -0.5
H -5.006435 -1.431111 1.538235 0.2 0.1 -1.4
H 2.212566 0.307937 1.615503 -0.5 -0.4 -0.5
H -0.742536 3.264148 0.536527 -0.5 -0.2 -0.5
```
Forces are in eV/Å.

2S+1: 1
Net charge: +1
LUMO energy (spin up / spin down): -6.1303 / -6.1266 eV
Highest occupied orbital energy (spin up / spin down): -0.3644 / -0.3645 hartree
Calculated total energy: -834.74370 Eh
ΔE to the lowest compared entry with this formula, charge and spin: 454.4 kJ/mol
Max |F|: 7.1 eV/A

# 2
A molecular structure, C12H14ClIN2O4Pt in a non-equilibrium geometry, computed with ωB97M-V/def2-TZVPD.

XYZ file:
```
35
Properties=species:S:1:pos:R:3:forces:R:3
C 2.706228 -1.471505 0.739046 -0.2 0.1 -2.1
C 2.029559 -1.338232 2.049270 -2.2 1.0 1.1
H 3.096211 -2.490257 0.697628 0.1 0.1 -0.4
H 4.558904 -0.949940 0.578482 -0.3 0.0 0.3
H 2.014806 -1.279233 -0.121145 -0.3 -0.8 0.6
H 0.970390 -0.990514 1.943014 0.3 0.1 -0.3
H 1.925453 -2.318546 2.524273 0.4 0.5 0.3
H 2.504182 -0.553688 2.665713 0.1 -0.9 0.0
C 0.089659 0.187832 -2.641150 -1.6 0.4 0.1
C -0.134678 0.818217 -3.849593 0.5 0.4 -0.4
C -1.284500 1.594241 -4.013644 -0.3 0.2 0.3
C -2.104504 1.912994 -2.920758 0.1 0.0 -0.1
H 0.989062 -0.389350 -2.424731 -0.5 -0.3 0.1
H 0.599869 0.699306 -4.655768 -0.4 0.1 0.3
H -1.538250 1.979885 -4.994540 0.1 0.0 0.1
H -3.008590 2.509084 -3.011321 0.4 0.2 -0.1
N -0.903978 0.291619 -1.714741 2.7 1.7 -1.3
C -1.809736 1.308416 -1.704017 0.9 -1.5 -3.1
C -2.447091 1.370559 -0.433021 -1.8 -1.3 2.4
N -1.984894 0.385325 0.388023 0.3 2.3 2.3
C -2.113419 0.511593 1.734406 -0.8 0.1 -0.6
C -3.968328 1.996642 1.309380 0.0 -0.4 0.0
C -3.193566 1.258327 2.221200 0.1 0.4 -0.1
H -1.324766 0.052215 2.343707 -0.8 -0.4 -0.2
H -3.465240 1.279640 3.277618 0.4 -0.1 -0.3
C -3.533398 2.107456 -0.001763 -0.2 0.8 -0.9
H -4.044298 2.692262 -0.772656 0.0 0.1 0.6
H -4.910509 2.475401 1.594932 0.5 -0.1 0.1
Pt -2.011832 -1.174434 -0.890285 0.2 -1.3 0.7
I -0.711972 -3.211506 -0.703504 0.4 -1.4 0.0
O 5.402720 -2.325505 1.269468 -0.6 0.4 0.9
Cl 5.098066 -2.323440 2.766954 2.2 -0.8 0.7
O 3.905707 -3.167023 3.024229 -0.1 0.4 -0.4
O 4.913929 -0.933992 3.276780 -0.5 -0.6 -0.8
O 3.688802 -0.513850 0.448520 0.7 0.4 -0.1
```
Forces are in eV/Å.

2S+1: 3
Expectation value of S²: 2.02
LUMO energy (spin up / spin down): -2.8598 / -3.5437 eV
Highest occupied orbital energy (spin up / spin down): -0.2444 / -0.2443 hartree
Calculated total energy: -1752.91918 Eh
Max |F|: 3.6 eV/A

# 3
A single C6H10O molecule, computed with ωB97M-V/def2-TZVPD.

XYZ file:
```
17
Properties=species:S:1:pos:R:3:forces:R:3
C -1.781042 1.676141 -1.084934 -0.1 0.2 -0.1
O -1.234364 0.540704 -0.400307 0.3 -0.1 -0.2
C -0.587158 -0.319614 -1.154039 -0.6 -0.4 0.3
C 1.469796 -0.388676 -0.277140 0.3 -0.1 0.1
C 1.197974 -0.053010 1.220267 0.1 0.1 -0.1
C 0.100470 -1.145293 1.261687 -0.1 0.0 0.1
C 0.182421 -1.267762 -0.273613 -0.2 -0.1 -0.3
H -2.810563 1.814737 -0.746997 0.1 -0.1 0.0
H -1.734324 1.511672 -2.164038 0.0 0.0 0.2
H -1.185645 2.551864 -0.809757 -0.1 -0.1 0.0
H 1.311149 0.380341 -1.038345 0.6 0.5 0.3
H 2.413586 -0.885784 -0.515000 -0.2 -0.1 0.2
H 2.033658 -0.203503 1.913727 -0.1 0.0 -0.3
H 0.809338 0.958447 1.367063 0.0 -0.1 0.0
H 0.438125 -2.054983 1.769020 -0.1 0.1 -0.1
H -0.876198 -0.854898 1.659071 0.2 0.0 0.0
H 0.252775 -2.260384 -0.726666 0.0 0.2 0.1
```
Forces are in eV/Å.

2S+1: 1
LUMO energy: 1.0618 eV
Highest occupied orbital energy: -0.3042 hartree
Calculated total energy: -309.71912 Eh
ΔE to the lowest compared entry with this formula, charge and spin: 323.6 kJ/mol
Max |F|: 0.8 eV/A

# 4
2 unconnected molecules or ions with the total composition C26H24N2 in a non-equilibrium geometry, computed with ωB97M-V/def2-TZVPD.

XYZ file:
```
52
Properties=species:S:1:pos:R:3:forces:R:3
C 1.741805 -1.833478 2.681759 0.9 -0.5 0.1
C 1.209850 -0.449278 2.622331 -0.3 0.3 -0.3
C 2.128054 0.602156 2.761376 1.4 1.3 -0.1
N 2.921419 1.474559 2.813002 -1.3 -1.5 -0.2
C -0.178239 -0.149261 2.817880 -0.7 0.2 0.0
C -1.180603 -1.162569 2.948976 0.2 0.4 -0.1
C -2.508636 -0.826153 3.205582 0.2 0.3 -0.1
C -2.897687 0.518486 3.311410 0.0 -0.2 0.0
C -1.942784 1.527955 3.136994 0.1 -0.3 0.0
C -0.611125 1.206966 2.894788 -0.3 -0.2 -0.1
H 0.960352 -2.596590 2.681735 0.2 0.2 0.0
H 2.389596 -1.997906 1.812337 0.0 -0.4 0.4
H 2.374123 -1.971672 3.576791 -0.3 -0.2 -0.2
H -0.898964 -2.215964 2.863371 -0.2 0.5 0.1
H -3.248440 -1.622905 3.328051 0.2 0.3 0.0
H -3.937300 0.771583 3.526168 0.3 -0.1 -0.1
H -2.234575 2.576277 3.197715 0.0 -0.2 0.0
H 0.120221 2.009598 2.772316 -0.2 -0.3 0.1
C -1.542972 1.664358 -2.552817 -0.2 0.1 0.2
N -0.422296 0.772833 -2.304498 0.1 -0.1 0.6
C 0.218000 0.656332 -1.113251 0.7 -0.4 -0.7
C 1.329656 -0.214415 -1.249914 -0.7 0.1 -0.5
C 2.280961 -0.474158 -0.263530 0.3 1.0 0.2
C 3.335304 -1.451556 -0.409079 0.6 -0.8 0.3
C 3.108586 -2.763712 -0.906610 0.1 0.4 0.1
C 4.173489 -3.625794 -1.142126 -0.2 0.2 0.1
C 5.492559 -3.217495 -0.906170 -0.3 0.3 0.1
C 6.632510 -4.117089 -1.270234 0.3 -0.1 0.0
C 5.720221 -1.957555 -0.334338 0.0 -0.2 0.0
C 4.664063 -1.112074 -0.037242 -0.7 0.3 -0.1
C 1.333420 -0.629385 -2.663842 -0.6 0.5 0.2
C 2.246134 -1.280154 -3.479516 0.1 -0.4 -0.7
C 1.934722 -1.487583 -4.832335 0.0 0.2 0.4
C 0.766601 -0.948276 -5.395638 -0.3 0.2 0.4
C -0.102854 -0.166016 -4.618616 0.3 -0.4 -0.2
C 0.203834 -0.030476 -3.269121 0.3 0.3 0.3
H -1.900772 1.509839 -3.573460 0.0 0.1 0.3
H -2.352649 1.459717 -1.840224 0.2 0.0 -0.3
H -1.245589 2.717147 -2.432619 0.0 -0.4 -0.1
H -0.098774 1.191230 -0.221668 -0.1 -0.1 -0.2
H 2.409256 0.305417 0.485271 0.1 -0.3 0.0
H 2.083605 -3.078963 -1.116849 0.3 0.1 0.0
H 3.990734 -4.625017 -1.544086 0.0 0.3 0.1
H 7.585541 -3.661400 -0.990606 -0.1 -0.1 0.0
H 6.553345 -5.087495 -0.767587 0.0 0.1 0.0
H 6.653725 -4.315347 -2.348782 0.0 0.1 0.2
H 6.747146 -1.644451 -0.130408 -0.3 -0.1 0.0
H 4.832292 -0.141182 0.440624 0.0 -0.3 -0.2
H 3.194263 -1.610425 -3.064804 -0.2 -0.1 -0.2
H 2.613559 -2.072902 -5.453698 -0.2 0.3 0.1
H 0.541319 -1.126944 -6.446032 0.1 0.1 0.3
H -0.992839 0.312135 -5.026256 0.3 -0.2 -0.1
```
Forces are in eV/Å.

2S+1: 1
LUMO energy: -1.7323 eV
Highest occupied orbital energy: -0.2097 hartree
Calculated total energy: -1114.57052 Eh
Max |F|: 2.0 eV/A

# 5
A single C5H11NO molecule in a non-equilibrium geometry, computed with ωB97M-V/def2-TZVPD.

XYZ file:
```
18
Properties=species:S:1:pos:R:3:forces:R:3
C 2.150006 -1.170817 0.459551 -0.3 0.1 -0.4
C 0.636081 -0.963202 0.405303 -0.5 1.2 0.4
C 0.317110 0.550228 0.383449 1.4 1.6 0.2
C 0.076472 1.191887 -0.983597 -1.3 -0.5 0.3
C -1.380907 1.135462 -1.425119 -0.4 1.2 0.6
O -2.287142 0.978328 -0.642682 0.2 -0.6 -0.1
N 0.022543 -1.656479 1.521706 -0.6 -0.6 0.2
H 2.599483 -1.183034 -0.534122 0.1 0.3 0.1
H 2.409038 -2.105700 0.923095 -0.1 -0.6 0.2
H 2.565807 -0.378302 1.078898 0.3 0.0 -0.1
H 0.160356 -1.290807 -0.523435 0.3 -0.8 0.1
H -0.397448 0.929989 1.112563 -0.8 -0.7 -0.2
H 1.176993 1.133471 0.750068 0.3 -0.5 0.0
H 0.162009 2.275563 -0.855059 0.4 0.1 -0.3
H 0.760327 0.849591 -1.751566 0.2 0.0 -0.2
H -1.655049 1.577494 -2.405812 0.4 -0.5 -0.3
H -0.979894 -1.509892 1.550161 0.0 0.0 -0.2
H 0.357169 -1.372153 2.434556 0.3 0.2 -0.2
```
Forces are in eV/Å.

2S+1: 1
SMILES string: C[C@@H](N)CCC=O
LUMO energy: 0.9376 eV
Highest occupied orbital energy: -0.3349 hartree
Calculated total energy: -327.07368 Eh
ΔE to the lowest compared entry with this formula, charge and spin: 151.4 kJ/mol
Max |F|: 2.1 eV/A

# 6
A single C3H9NO molecule in a non-equilibrium geometry, computed with ωB97M-V/def2-TZVPD.

XYZ file:
```
14
Properties=species:S:1:pos:R:3:forces:R:3
C -0.768573 0.299192 1.142769 2.0 -1.5 -0.4
C -0.063507 0.843491 -0.121400 -1.0 -1.3 -2.2
C 0.579576 -0.261242 -1.166118 -1.2 2.6 0.9
O 1.386184 0.563880 -2.037590 0.8 -0.7 0.5
N -0.173463 -1.031679 1.597140 0.7 1.9 -0.4
H -0.606372 1.140968 1.817242 -0.6 -0.7 0.8
H -1.781557 -0.008340 0.986675 -1.0 1.1 -0.3
H -0.871372 1.362592 -0.687347 0.5 -0.3 0.1
H 0.629383 1.670142 0.059908 0.4 -0.7 0.3
H 1.040359 -1.078470 -0.568451 0.2 0.6 -0.8
H -0.181611 -0.584152 -1.880551 -0.5 -0.7 0.8
H 1.700634 -0.000578 -2.756337 0.0 0.2 0.2
H -0.293629 -1.161992 2.586411 -0.3 -0.4 0.0
H -0.596054 -1.753808 1.027646 -0.1 -0.1 0.6
```
Forces are in eV/Å.

2S+1: 1
SMILES string: NCCCO
LUMO energy: 1.0436 eV
Highest occupied orbital energy: -0.3355 hartree
Calculated total energy: -249.64382 Eh
ΔE to the lowest compared entry with this formula, charge and spin: 183.5 kJ/mol
Max |F|: 3.1 eV/A